A:
Entry from the Open Molecules 2025 dataset: the molecule C8H6N2O2 (ωB97M-V with the def2-TZVPD basis set).

```
18
Properties=species:S:1:pos:R:3
O -4.03 -2.29 -0.84
C -3.37 -1.59 -0.15
C -2.63 -0.81 0.57
C -1.26 -0.49 0.30
C -0.25 -1.39 0.09
C 1.04 -0.96 -0.29
C 1.41 0.38 -0.38
C 0.46 1.31 -0.03
C -0.89 0.93 0.27
N -1.98 1.78 0.34
N -3.22 1.38 0.04
O -4.20 2.09 0.04
H -3.14 -0.33 1.50
H -0.59 -2.41 0.01
H 1.72 -1.75 -0.53
H 2.40 0.90 -0.53
H 0.68 2.29 -0.28
H -1.75 2.79 0.55
```

Values from the calculation:
Gap between HOMO and LUMO, eV: 8.1
HOMO, eV: -7.969
SMILES: O=C=Cc1ccccc1NN=O

natural (NBO) population analysis, charges in e, atoms 1 to 8: number 1, O, carries -0.46; number 2, C, carries 0.72; number 3, C, carries -0.54; number 4, C, carries -0.04; number 5, C, carries -0.19; number 6, C, carries -0.21; number 7, C, carries -0.21; number 8, C, carries -0.24

---

B:
Entry from the Open Molecules 2025 dataset: the molecule C8H6N2O2 (ωB97M-V with the def2-TZVPD basis set).

```
18
Properties=species:S:1:pos:R:3
N -2.85 1.72 0.35
C -1.79 1.38 0.59
C -0.47 0.74 0.69
C 0.62 1.40 -0.21
C 1.84 0.59 -0.45
C 1.85 -0.74 -0.16
C 0.69 -1.51 0.23
O 0.62 -2.69 0.38
C -0.73 -0.73 0.21
O -1.69 -1.28 1.01
C -1.19 -0.70 -1.13
N -1.66 -0.80 -2.15
H -0.14 0.92 1.74
H 1.07 2.37 0.07
H 0.13 1.72 -1.20
H 2.69 1.22 -0.75
H 2.70 -1.39 -0.16
H -1.68 -2.23 0.94
```

Values from the calculation:
Gap between HOMO and LUMO, eV: 9.9
HOMO, eV: -10.565
SMILES: N#C[C@@H]1CC=CC(=O)[C@]1(O)C#N

natural (NBO) population analysis, charges in e, atoms 1 to 8: number 1, N, carries -0.28; number 2, C, carries 0.27; number 3, C, carries -0.32; number 4, C, carries -0.47; number 5, C, carries -0.06; number 6, C, carries -0.35; number 7, C, carries 0.56; number 8, O, carries -0.50

---

Which of them is most stable? Easy: B.

---

A:
Entry from the Open Molecules 2025 dataset: the molecule C3H2N4 (ωB97M-V with the def2-TZVPD basis set).

```
9
Properties=species:S:1:pos:R:3
N -0.12 -2.89 -1.17
C 0.08 -1.82 -0.79
C 0.16 -0.51 -0.22
C -0.85 0.12 0.57
N -0.41 1.31 0.91
N 0.81 1.37 0.36
N 1.17 0.32 -0.36
H -1.88 -0.16 0.74
H 1.04 2.27 -0.04
```

Values from the calculation:
Gap between HOMO and LUMO, eV: 11.0
HOMO, eV: -10.820
SMILES: N#Cc1cn[nH]n1

natural (NBO) population analysis, charges in e, atoms 1 to 8: number 1, N, carries -0.26; number 2, C, carries 0.26; number 3, C, carries -0.04; number 4, C, carries -0.04; number 5, N, carries -0.21; number 6, N, carries -0.18; number 7, N, carries -0.17; number 8, H, carries 0.23

---

B:
Entry from the Open Molecules 2025 dataset: a cluster of 2 separate species, C3H2N4 in total (ωB97M-V with the def2-TZVPD basis set).

```
9
Properties=species:S:1:pos:R:3
N -1.70 2.00 1.41
C -1.25 1.34 0.57
C -0.72 0.62 -0.54
C 0.48 0.08 -0.63
N 1.49 -0.51 -0.89
H -0.14 1.24 -1.39
H 2.25 -0.10 -1.40
N -0.07 -2.84 1.61
N -0.33 -1.83 1.27
```

Values from the calculation:
Gap between HOMO and LUMO, eV: 10.0
HOMO, eV: -9.698
SMILES: N#CC=C=N.N#N

natural (NBO) population analysis, charges in e, atoms 1 to 8: number 1, N, carries -0.31; number 2, C, carries 0.26; number 3, C, carries -0.54; number 4, C, carries 0.50; number 5, N, carries -0.65; number 6, H, carries 0.31; number 7, H, carries 0.42; number 8, N, carries 0.02

---

Which of them is most stable? Easy: A.

---

A:
Entry from the Open Molecules 2025 dataset: a structure of composition C2H4N3 (ωB97M-V with the def2-TZVPD basis set).

```
9
Properties=species:S:1:pos:R:3
C 0.59 -0.20 0.22
C -0.91 0.03 0.54
N -0.35 -1.17 0.61
N -0.04 0.81 1.14
N 0.18 0.14 -0.99
H -0.51 -2.00 0.09
H 0.02 1.79 1.53
H 0.64 1.09 -1.36
H 0.38 -0.49 -1.78
```

Values from the calculation:
Gap between HOMO and LUMO, eV: 10.5
HOMO, eV: -16.369
Net charge: +1

natural (NBO) population analysis, charges in e, atoms 1 to 8: number 1, C, carries 0.43; number 2, C, carries 0.52; number 3, N, carries -0.53; number 4, N, carries -0.55; number 5, N, carries -0.71; number 6, H, carries 0.44; number 7, H, carries 0.50; number 8, H, carries 0.45

---

B:
Entry from the Open Molecules 2025 dataset: a cluster of 2 separate species, C2H4N3 in total (ωB97M-V with the def2-TZVPD basis set).

```
9
Properties=species:S:1:pos:R:3
C -1.85 0.17 0.05
C 1.91 -0.07 -0.02
N 0.60 -0.40 -0.62
N 1.52 -0.82 -1.25
N -2.89 0.34 -0.39
H 2.26 0.91 -0.37
H 2.13 -0.55 0.97
H -0.79 0.00 -0.35
H -3.82 0.57 -0.46
```

Values from the calculation:
Gap between HOMO and LUMO, eV: 9.6
HOMO, eV: -15.224
Net charge: +1

natural (NBO) population analysis, charges in e, atoms 1 to 8: number 1, C, carries 0.46; number 2, C, carries -0.21; number 3, N, carries -0.14; number 4, N, carries 0.09; number 5, N, carries -0.41; number 6, H, carries 0.22; number 7, H, carries 0.24; number 8, H, carries 0.28

---

Which of them is most stable? Easy: B.

---

A:
Entry from the Open Molecules 2025 dataset: the molecule C3H7N3S (ωB97M-V with the def2-TZVPD basis set).

```
14
Properties=species:S:1:pos:R:3
H -0.54 1.97 -2.04
N 0.09 1.31 -1.61
C -0.52 0.79 -0.63
C -1.81 1.17 0.05
N 0.18 -0.23 0.03
C 1.43 -0.71 -0.27
N 2.12 -1.57 0.37
S 1.38 -2.26 1.74
H -2.30 0.24 0.24
H -2.47 1.79 -0.58
H -1.58 1.60 1.02
H -0.21 -0.72 0.84
H 1.86 -0.29 -1.20
H 2.36 -3.09 2.05
```

Values from the calculation:
Gap between HOMO and LUMO, eV: 9.1
HOMO, eV: -8.436
SMILES: [H]/N=C(\C)N/C=N\S

natural (NBO) population analysis, charges in e, atoms 1 to 8: number 1, H, carries 0.34; number 2, N, carries -0.68; number 3, C, carries 0.46; number 4, C, carries -0.68; number 5, N, carries -0.64; number 6, C, carries 0.26; number 7, N, carries -0.60; number 8, S, carries 0.10

---

B:
Entry from the Open Molecules 2025 dataset: the molecule C3H7N3S (ωB97M-V with the def2-TZVPD basis set).

```
14
Properties=species:S:1:pos:R:3
H -0.25 1.89 -0.15
N 0.73 1.57 0.05
C 0.46 0.30 0.38
N 1.61 -0.63 0.44
S 3.11 -0.22 -0.37
N -0.72 -0.19 0.47
C -1.85 0.39 -0.39
C -1.43 -1.12 -0.33
H 1.61 -0.97 1.44
H 3.70 0.86 0.43
H -1.60 0.85 -1.37
H -2.68 0.95 0.13
H -1.63 -1.96 0.46
H -1.07 -1.72 -1.18
```

Values from the calculation:
Gap between HOMO and LUMO, eV: 9.8
HOMO, eV: -8.987
SMILES: [H]/N=C(/NS)N1CC1

natural (NBO) population analysis, charges in e, atoms 1 to 8: number 1, H, carries 0.31; number 2, N, carries -0.71; number 3, C, carries 0.55; number 4, N, carries -0.79; number 5, S, carries 0.19; number 6, N, carries -0.44; number 7, C, carries -0.26; number 8, C, carries -0.24

---

C:
Entry from the Open Molecules 2025 dataset: the molecule C3H7N3S (ωB97M-V with the def2-TZVPD basis set).

```
14
Properties=species:S:1:pos:R:3
C 2.32 -1.04 0.09
C 0.93 -0.84 -0.04
N 0.25 0.34 -0.15
N 0.97 1.44 0.01
C -1.17 0.50 -0.13
N -1.97 -0.50 -0.30
S -3.65 -0.09 0.05
H 3.14 -0.20 0.06
H 2.50 -2.11 -0.07
H 0.23 -1.56 -0.16
H 0.90 1.82 1.00
H 1.01 2.10 -0.71
H -1.55 1.58 -0.07
H -3.92 -1.44 0.41
```

Values from the calculation:
Gap between HOMO and LUMO, eV: 8.7
HOMO, eV: -7.933
SMILES: C=CN(N)/C=N/S

natural (NBO) population analysis, charges in e, atoms 1 to 8: number 1, C, carries -0.52; number 2, C, carries 0.02; number 3, N, carries -0.28; number 4, N, carries -0.66; number 5, C, carries 0.25; number 6, N, carries -0.60; number 7, S, carries 0.11; number 8, H, carries 0.23

---

Which of them is most stable? Easy: A.

---

A:
Entry from the Open Molecules 2025 dataset: the molecule C3H7N3S (ωB97M-V with the def2-TZVPD basis set).

```
14
Properties=species:S:1:pos:R:3
C 2.19 -0.93 -0.03
C 0.93 -1.26 -0.28
C -0.24 -0.41 0.02
N -1.40 -0.83 -0.33
N -2.49 -0.10 0.01
N -0.07 0.86 0.65
S 0.51 2.13 -0.36
H 3.01 -1.61 -0.26
H 2.47 0.00 0.47
H 0.68 -2.22 -0.72
H -3.26 -0.26 -0.61
H -2.32 0.88 0.19
H 0.49 0.80 1.48
H -0.51 2.94 -0.22
```

Values from the calculation:
Gap between HOMO and LUMO, eV: 9.2
HOMO, eV: -8.465
SMILES: C=C/C(=N/N)NS

natural (NBO) population analysis, charges in e, atoms 1 to 8: number 1, C, carries -0.40; number 2, C, carries -0.22; number 3, C, carries 0.26; number 4, N, carries -0.20; number 5, N, carries -0.62; number 6, N, carries -0.81; number 7, S, carries 0.17; number 8, H, carries 0.21

---

B:
Entry from the Open Molecules 2025 dataset: the molecule C3H7N3S (ωB97M-V with the def2-TZVPD basis set).

```
14
Properties=species:S:1:pos:R:3
N -1.11 0.22 2.39
N 0.14 -0.31 2.15
C 0.48 -0.42 0.90
C -0.38 -0.05 -0.27
N 0.28 -0.32 -1.55
C 1.16 0.50 -2.15
S 1.59 1.98 -1.65
H -1.86 -0.02 1.71
H -1.41 -0.03 3.34
H 1.45 -0.80 0.74
H -1.30 -0.60 -0.23
H -0.65 1.01 -0.28
H 0.09 -1.26 -1.93
H 1.53 0.09 -3.15
```

Values from the calculation:
Gap between HOMO and LUMO, eV: 9.1
HOMO, eV: -8.508
SMILES: N/N=C\CNC=S

natural (NBO) population analysis, charges in e, atoms 1 to 8: number 1, N, carries -0.65; number 2, N, carries -0.20; number 3, C, carries 0.00; number 4, C, carries -0.32; number 5, N, carries -0.57; number 6, C, carries -0.09; number 7, S, carries -0.13; number 8, H, carries 0.34

---

Which of them is most stable? Easy: B.

---

A:
Entry from the Open Molecules 2025 dataset: the molecule C2H4OS2 (ωB97M-V with the def2-TZVPD basis set).

```
9
Properties=species:S:1:pos:R:3
C -1.12 1.08 -0.66
S 0.69 0.95 -0.69
S 0.87 -1.08 -0.74
C 1.22 -1.39 1.13
O 1.51 -2.44 1.59
H -1.23 2.21 -0.40
H -1.53 0.22 -0.03
H -1.51 0.73 -1.64
H 1.09 -0.29 1.44
```

Values from the calculation:
Gap between HOMO and LUMO, eV: 9.9
HOMO, eV: -9.320
SMILES: CSSC=O

natural (NBO) population analysis, charges in e, atoms 1 to 8: number 1, C, carries -0.77; number 2, S, carries 0.10; number 3, S, carries -0.04; number 4, C, carries 0.34; number 5, O, carries -0.49; number 6, H, carries 0.24; number 7, H, carries 0.24; number 8, H, carries 0.23

---

B:
Entry from the Open Molecules 2025 dataset: the molecule C2H4OS2 (ωB97M-V with the def2-TZVPD basis set).

```
9
Properties=species:S:1:pos:R:3
O -1.18 -1.19 -0.36
C -0.81 -0.01 0.40
C 0.37 0.62 -0.13
S 0.94 1.80 0.93
S 1.13 -0.32 -1.34
H -0.33 -1.86 -0.07
H -1.93 0.55 0.44
H -0.30 -0.21 1.52
H 2.10 0.62 -1.40
```

Values from the calculation:
Gap between HOMO and LUMO, eV: 8.1
HOMO, eV: -8.835
SMILES: OCC(=S)S

natural (NBO) population analysis, charges in e, atoms 1 to 8: number 1, O, carries -0.71; number 2, C, carries -0.20; number 3, C, carries -0.30; number 4, S, carries -0.07; number 5, S, carries 0.16; number 6, H, carries 0.46; number 7, H, carries 0.26; number 8, H, carries 0.25

---

C:
Entry from the Open Molecules 2025 dataset: a cluster of 2 separate species, C2H4OS2 in total (ωB97M-V with the def2-TZVPD basis set).

```
9
Properties=species:S:1:pos:R:3
O -2.49 -0.97 -0.10
C -1.32 -0.46 0.12
S -1.13 1.16 0.20
H -2.64 -1.74 -0.59
H -0.51 -1.09 0.40
C 1.72 0.94 -0.32
S 2.16 -0.57 0.16
H 1.84 1.81 0.35
H 1.77 1.13 -1.36
```

Values from the calculation:
Gap between HOMO and LUMO, eV: 8.2
HOMO, eV: -8.609
SMILES: OC=S.C=S

natural (NBO) population analysis, charges in e, atoms 1 to 8: number 1, O, carries -0.66; number 2, C, carries 0.09; number 3, S, carries -0.03; number 4, H, carries 0.51; number 5, H, carries 0.18; number 6, C, carries -0.43; number 7, S, carries -0.03; number 8, H, carries 0.20

---

D:
Entry from the Open Molecules 2025 dataset: a cluster of 2 separate species, C2H4OS2 in total (ωB97M-V with the def2-TZVPD basis set).

```
9
Properties=species:S:1:pos:R:3
C 0.31 0.82 -0.83
C -0.53 -0.22 -1.02
O -0.07 -1.02 2.86
S 1.89 -2.37 1.45
S 0.94 -2.07 3.06
H 1.28 0.92 -1.28
H 0.06 1.65 -0.26
H -1.41 -0.45 -0.43
H -0.37 -1.10 -1.58
```

Values from the calculation:
Gap between HOMO and LUMO, eV: 7.8
HOMO, eV: -9.775

natural (NBO) population analysis, charges in e, atoms 1 to 8: number 1, C, carries -0.37; number 2, C, carries -0.38; number 3, O, carries -0.81; number 4, S, carries -0.23; number 5, S, carries 1.05; number 6, H, carries 0.19; number 7, H, carries 0.19; number 8, H, carries 0.19

---

Which of them is most stable? Easy: A.

---

A:
Entry from the Open Molecules 2025 dataset: a cluster of 2 separate species, C8H12N4 in total (ωB97M-V with the def2-TZVPD basis set).

```
24
Properties=species:S:1:pos:R:3
C 1.23 -2.56 -1.18
C 1.16 -1.09 -1.55
C 2.28 -0.29 -1.30
N 1.92 0.96 -1.87
C 0.56 0.90 -2.21
N 0.14 -0.44 -2.12
H 1.19 -2.75 -0.19
H 2.28 -2.96 -1.55
H 0.55 -3.06 -1.78
H 3.17 -0.64 -0.62
H 2.43 1.90 -1.92
H -0.15 1.71 -2.42
C -3.29 0.92 1.28
C -1.90 0.67 1.78
C -1.35 -0.63 1.85
N 0.00 -0.47 1.73
C 0.21 0.85 1.78
N -0.94 1.65 1.86
H -3.08 0.95 0.13
H -3.66 1.83 1.80
H -3.98 0.06 1.39
H -1.77 -1.63 1.94
H 0.71 -1.24 1.41
H 1.17 1.30 1.91
```

Values from the calculation:
Gap between HOMO and LUMO, eV: 8.7
HOMO, eV: -8.004
SMILES: Cc1c[nH]cn1.Cc1c[nH]cn1

natural (NBO) population analysis, charges in e, atoms 1 to 8: number 1, C, carries -0.62; number 2, C, carries 0.10; number 3, C, carries -0.15; number 4, N, carries -0.53; number 5, C, carries 0.15; number 6, N, carries -0.46; number 7, H, carries 0.19; number 8, H, carries 0.21

---

B:
Entry from the Open Molecules 2025 dataset: a cluster of 4 separate species, C8H12N4 in total (ωB97M-V with the def2-TZVPD basis set).

```
24
Properties=species:S:1:pos:R:3
C -1.38 -2.09 -1.99
C 0.04 -1.58 -2.08
N 1.09 -1.06 -2.04
H -2.04 -1.33 -2.45
H -1.64 -2.20 -0.97
H -1.49 -2.94 -2.60
C 3.63 -3.13 1.41
C 5.04 -2.68 1.60
N 6.16 -2.44 1.69
H 3.29 -3.72 2.27
H 3.63 -3.83 0.54
H 2.90 -2.31 1.30
C 0.77 1.80 -0.42
C -0.64 1.64 -0.79
N -1.69 1.49 -1.22
H 0.83 1.94 0.67
H 1.30 2.64 -0.85
H 1.33 0.90 -0.68
C -3.76 3.35 0.73
C -3.12 2.87 1.95
N -2.51 2.44 2.84
H -4.70 3.86 0.83
H -3.95 2.42 0.18
H -3.09 3.95 0.08
```

Values from the calculation:
Gap between HOMO and LUMO, eV: 12.1
HOMO, eV: -11.624
SMILES: CC#N.CC#N.CC#N.CC#N

natural (NBO) population analysis, charges in e, atoms 1 to 8: number 1, C, carries -0.70; number 2, C, carries 0.32; number 3, N, carries -0.38; number 4, H, carries 0.27; number 5, H, carries 0.25; number 6, H, carries 0.25; number 7, C, carries -0.72; number 8, C, carries 0.28

---

Which of them is most stable? Easy: B.